1.
2 unconnected molecules or ions with the total composition C2H2Cl2N2. Source: the OMol25 dataset; level of theory: the ωB97M-V functional and the def2-TZVPD basis.

Last column: Mulliken charge in e.
Atoms and positions in Å:
C: -0.05 0.67 -0.89  0.4199
C: -0.06 -0.44 1.24  -0.4233
N: 0.02 -0.55 -1.73  -0.2075
N: 1.06 0.20 -1.54  -0.1593
Cl: -0.96 2.09 -1.18  -0.1389
Cl: 0.73 -1.80 0.57  -0.1088
H: -1.15 -0.41 1.56  0.2943
H: 0.40 0.25 1.96  0.3235

- gap between HOMO and LUMO (spin up / spin down) (eV) = 8.6861 / 8.6856

---

2.
2 unconnected molecules or ions with the total composition C2H2Cl2N2S. Source: the OMol25 dataset; level of theory: the ωB97M-V functional and the def2-TZVPD basis.

Last column: Mulliken charge in e.
Atoms and positions in Å:
C: -1.89 -1.40 -0.24  -0.1071
C: -1.29 -1.08 0.75  -0.0693
N: 1.16 1.30 0.02  0.0127
N: 1.01 0.02 0.14  -0.1755
S: 1.32 2.23 -1.27  -0.1458
Cl: -0.79 -0.78 2.29  -0.1330
Cl: 1.17 -0.89 -1.24  -0.0220
H: -2.01 -1.28 -1.28  0.3432
H: 1.32 1.88 0.83  0.2970

- gap between HOMO and LUMO (spin up / spin down) (eV) = 8.2325 / 8.2365

---

3.
C2H2Cl2N2S in the gas phase. Source: the OMol25 dataset; level of theory: the ωB97M-V functional and the def2-TZVPD basis.

Last column: Mulliken charge in e.
Atoms and positions in Å:
C: -0.60 0.28 1.28  0.0060
C: 0.82 -0.07 -0.19  0.2979
N: -1.66 -0.05 0.74  -0.3321
N: -0.03 -0.44 -1.22  -0.4269
S: -1.73 -0.65 -0.75  0.0893
Cl: 1.74 1.40 -0.46  -0.1652
Cl: 1.82 -1.38 0.41  -0.1610
H: -0.36 0.72 2.22  0.3707
H: -0.01 0.19 -2.02  0.3211

- gap between HOMO and LUMO (eV) = 9.5884

---

4.
2 unconnected molecules or ions with the total composition C2H2Cl2O2. Source: the OMol25 dataset; level of theory: the ωB97M-V functional and the def2-TZVPD basis.

Last column: Mulliken charge in e.
Atoms and positions in Å:
C: -1.32 -1.17 -0.41  0.1548
C: 0.68 -0.44 -0.01  0.2479
O: -2.04 -0.36 -0.85  -0.3128
O: 0.40 0.02 1.21  -0.4289
Cl: 1.12 0.62 -1.24  -0.1331
Cl: 1.84 -1.75 0.09  -0.1872
H: -1.48 -2.15 0.05  0.3288
H: 1.18 0.23 1.73  0.3305

- gap between HOMO and LUMO (eV) = 9.1962

---

The calculation returns the following strongest force on any atom values, one per record and in order: 4.2; 2.4; 4.0; 4.6 eV/A.
The calculation returns the following total energy values, one per record and in order: -1107.098705; -1505.284907; -1505.404918; -1148.183160 a.u..